[1]
A cluster of 2 separate species, CH4N3P in total. Source: the Open Molecules 2025 dataset; level of theory: ωB97M-V/def2-TZVPD.

The HOMO energy is -9.80 eV. The value obtained for the energy above the lowest of the compared OMol25 structures with the same formula, charge and spin is 142.8 kJ/mol. As for the LUMO energy: -0.94 eV. As for the net charge: 0. The structure (SMILES) is [H]/N=P/C#N.N.

Geometry as XYZ:
```
9
Properties=species:S:1:pos:R:3:lowdin_charge:R:1
C -3.02701 2.09180 -0.16217 -0.493
N -4.04682 2.53668 0.16247 0.065
N 1.19529 -0.40256 0.53898 -0.009
N -1.25365 1.92928 -1.96117 -0.320
P -1.46458 1.29379 -0.59925 0.749
H 1.85653 -1.08785 0.37223 -0.030
H 1.69231 0.41097 0.80301 -0.017
H 0.52040 -0.57890 1.33116 0.036
H -0.42785 1.87025 -2.60617 0.017
```



[2]
A structure of composition C6H10N2. Source: the Open Molecules 2025 dataset; level of theory: ωB97M-V/def2-TZVPD.

The HOMO energy is -8.90 eV. The value obtained for the energy above the lowest of the compared OMol25 structures with the same formula, charge and spin is 755.9 kJ/mol. As for the LUMO energy: 0.85 eV. As for the net charge: 0.

Geometry as XYZ:
```
18
Properties=species:S:1:pos:R:3:lowdin_charge:R:1
C 1.66125 0.55469 0.75391 -0.181
C 1.04878 -1.49357 -0.67358 -0.102
C 0.02314 -0.11870 -0.65102 -0.244
C 0.25037 0.91152 0.10809 -0.147
C -1.25918 1.39120 0.46513 -0.330
C -1.48129 -0.61725 -0.68180 -0.147
H 1.40646 0.34349 1.92523 0.137
H 2.39873 1.48218 0.74380 0.115
H 2.73363 -1.32909 0.67903 0.138
H 0.37693 -2.02168 0.37222 0.157
H 1.35768 -2.16368 -1.59875 0.116
H -1.36056 1.41871 1.59630 0.122
H -1.20343 2.51361 0.29875 0.118
H -2.32637 1.53069 -1.19512 0.217
H -1.50478 -1.60775 -0.01123 0.109
H -2.25138 -0.92027 -1.72093 0.167
N 2.28321 -0.61597 -0.12198 -0.127
N -2.15322 0.74188 -0.28806 -0.120
```



[3]
An isolated molecule of C28H41N5O6. Source: the Open Molecules 2025 dataset; level of theory: ωB97M-V/def2-TZVPD.

The HOMO energy is -9.03 eV. The value obtained for the energy above the lowest of the compared OMol25 structures with the same formula, charge and spin is 103.6 kJ/mol. As for the LUMO energy: 0.62 eV. As for the net charge: 0. The structure (SMILES) is CN(Cc1ccccc1)C(=O)c1[nH]cnc1C(=O)N[C@@H](CCCCNC(=O)OC(C)(C)C)C(=O)OC(C)(C)C.

Geometry as XYZ:
```
80
Properties=species:S:1:pos:R:3:lowdin_charge:R:1
C -1.10651 -1.01896 4.40460 -0.026
N -0.23283 0.08239 4.72622 -0.076
C 0.97880 0.26699 4.18196 -0.417
O 1.73559 1.17761 4.49312 0.059
C 1.43293 -0.71820 3.16406 -0.105
C 1.03585 -0.96243 1.86166 -0.148
N 1.93367 -1.79991 1.26182 0.132
C 2.84962 -2.04841 2.14821 -0.155
N 2.60492 -1.40387 3.31508 0.147
H 3.18024 -1.38237 4.14216 0.169
H 3.69509 -2.68767 1.99405 0.123
C -0.10574 -0.39888 1.11642 -0.421
O -1.07991 0.11037 1.65153 0.053
N 0.08088 -0.43823 -0.21584 0.133
H 0.87283 -0.96692 -0.56199 0.119
C -0.93157 -0.05427 -1.16262 -0.174
C -1.15274 -1.22488 -2.12341 -0.433
O -0.37465 -2.13979 -2.22488 0.107
O -2.26871 -1.05936 -2.80930 0.040
C -2.67271 -1.99993 -3.84399 -0.562
C -3.97686 -1.41491 -4.38471 -0.021
H -4.37579 -2.05471 -5.16605 0.089
H -3.80036 -0.42364 -4.79354 0.087
H -4.70761 -1.33268 -3.58474 0.088
C -2.91229 -3.37814 -3.23061 -0.017
H -3.62897 -3.30445 -2.41544 0.093
H -3.30690 -4.05046 -3.98716 0.090
H -1.98302 -3.78816 -2.84502 0.080
C -1.61115 -2.05789 -4.94094 -0.014
H -1.96546 -2.68104 -5.75714 0.091
H -1.41091 -1.05873 -5.32199 0.093
H -0.68618 -2.47678 -4.55467 0.080
C -0.55963 1.18873 -1.99615 -0.107
C -0.82113 2.52557 -1.30069 -0.172
C 0.03887 2.84654 -0.07712 -0.175
C 1.54305 2.95630 -0.35636 -0.157
N 2.22922 1.68792 -0.31977 0.094
C 2.77370 1.10311 -1.40962 -0.588
O 2.83295 1.62064 -2.50211 0.075
O 3.22038 -0.12244 -1.07996 0.018
C 3.80588 -0.98841 -2.08136 -0.565
C 2.79126 -1.29076 -3.18439 -0.012
H 1.89318 -1.73829 -2.76372 0.067
H 2.52345 -0.37656 -3.70763 0.082
H 3.22699 -1.98535 -3.89738 0.091
C 5.06934 -0.35136 -2.66023 -0.019
H 5.75930 -0.09527 -1.85869 0.090
H 5.55577 -1.04998 -3.33541 0.088
H 4.81604 0.55302 -3.20646 0.078
C 4.14672 -2.26308 -1.30949 -0.028
H 3.25608 -2.63651 -0.81161 0.067
H 4.89973 -2.04951 -0.55531 0.082
H 4.52807 -3.01842 -1.98998 0.088
H 2.20325 1.15266 0.53314 0.135
H 1.72002 3.37772 -1.34869 0.124
H 1.99862 3.61518 0.39110 0.120
H -0.29442 3.81312 0.30787 0.107
H -0.13763 2.11069 0.70583 0.082
H -1.86968 2.55673 -0.99364 0.113
H -0.66887 3.31357 -2.04283 0.115
H 0.48188 1.11965 -2.30404 0.104
H -1.17369 1.16823 -2.89941 0.120
H -1.85485 0.14210 -0.60543 0.163
C -0.81000 1.14020 5.53724 -0.097
C -1.91836 1.83540 4.78877 -0.211
C -3.23318 1.76866 5.22508 -0.047
C -4.24169 2.38383 4.50328 -0.087
C -3.94288 3.05913 3.33316 -0.089
C -2.63190 3.12749 2.89150 -0.073
C -1.62417 2.52230 3.61768 -0.035
H -0.60094 2.57416 3.27795 0.112
H -2.39593 3.65217 1.97789 0.096
H -4.73141 3.53170 2.76577 0.100
H -5.26275 2.32900 4.85232 0.100
H -3.47150 1.23590 6.13552 0.108
H -0.00113 1.84144 5.76153 0.129
H -1.18419 0.70949 6.47168 0.127
H -1.79252 -0.74410 3.60064 0.084
H -0.52237 -1.88111 4.08789 0.096
H -1.67848 -1.28292 5.29474 0.096
```



[4]
A structure of composition C12H38F9O19Pt2S3. Source: the Open Molecules 2025 dataset; level of theory: ωB97M-V/def2-TZVPD.

The HOMO energy (alpha / beta) is -10.35 / -10.35 eV. As for the LUMO energy (alpha / beta): -6.66 / -7.86 eV. Its multiplicity is 5. As for the net charge: +1.

Geometry as XYZ:
```
83
Properties=species:S:1:pos:R:3:mulliken_spin:R:1
Pt 6.43127 -21.63458 -2.17631 0.991
Pt -0.32475 -20.65182 -6.15451 0.991
C 4.24057 -25.15669 -7.18142 -0.010
F 3.56086 -26.04133 -7.91983 -0.001
F 5.36539 -25.72319 -6.75224 -0.001
F 4.48954 -24.07808 -7.91119 -0.001
S 3.25130 -24.67493 -5.59606 -0.111
O 4.17275 -23.91264 -4.76977 0.336
O 2.07298 -23.90408 -6.00843 0.286
O 2.91167 -25.94768 -4.91522 0.505
C 4.90064 -16.69268 -6.43915 -0.009
F 3.72808 -16.25509 -5.90159 -0.001
F 5.02305 -16.18739 -7.66683 -0.001
F 5.87614 -16.25431 -5.64855 -0.001
S 4.82994 -18.57439 -6.39630 -0.114
O 3.46431 -18.92220 -6.73029 0.209
O 5.89923 -19.01120 -7.33722 0.451
O 5.20696 -18.99844 -5.01903 0.467
C 0.08474 -21.73295 -0.08589 0.000
F 0.28130 -22.92725 -0.66550 0.000
F -1.21356 -21.47753 -0.17437 0.000
F 0.44013 -21.71538 1.18965 0.000
S 1.11387 -20.39430 -1.04077 -0.002
O 0.86620 -19.12069 -0.40156 -0.001
O 2.52782 -20.80339 -0.91362 -0.001
O 0.63066 -20.37285 -2.41987 0.001
O -2.72467 -22.63256 -4.73584 0.007
H -3.61026 -22.39431 -4.46163 -0.001
H -2.66193 -23.57061 -4.55595 -0.001
O -1.86627 -16.07995 -2.05184 0.000
H -1.21454 -16.40137 -1.42880 0.000
H -2.60896 -15.81725 -1.50813 0.000
O -0.75596 -17.14485 -5.86689 0.005
H -1.06849 -16.78741 -5.03576 -0.001
H -0.70252 -16.38697 -6.44913 -0.001
O 6.95824 -19.31652 0.32081 0.005
H 7.60574 -18.84547 0.84529 0.000
H 6.13626 -18.85306 0.48136 -0.001
O 4.07748 -15.26134 -0.08579 0.000
H 3.75770 -14.41923 0.23799 0.000
H 3.30846 -15.83113 -0.07283 0.000
O 5.95300 -23.73975 0.77147 0.004
H 5.36236 -24.42681 1.08020 0.000
H 6.78192 -23.91846 1.21554 0.000
O 1.54085 -28.06270 -1.05842 0.000
H 1.66665 -27.48341 -1.80997 0.000
H 0.62526 -28.33573 -1.11647 0.000
C -7.83131 -20.83677 1.74859 0.000
C -6.60248 -19.89077 1.60857 0.000
C -6.02759 -19.87085 0.14566 0.000
O -6.72975 -18.57588 2.01505 0.000
H -7.79504 -21.71631 1.10577 0.000
H -8.63948 -20.20502 1.38003 0.000
H -7.93485 -21.15841 2.78490 0.000
H -5.86464 -20.39133 2.23556 0.000
H -6.74599 -19.35301 -0.48983 0.000
H -6.03079 -20.88125 -0.26322 0.000
H -5.06198 -19.36572 0.12207 0.000
H -7.06303 -18.63183 2.91359 0.000
C 2.44288 -28.08746 4.64490 0.000
C 2.43783 -26.70193 4.14236 0.000
C 3.00386 -25.62425 5.12968 0.000
O 3.21629 -26.77285 2.98630 0.000
H 1.59967 -28.55153 4.13329 0.000
H 2.24235 -28.09124 5.71628 0.000
H 3.34632 -28.67732 4.49010 0.000
H 1.43810 -26.37021 3.86200 0.000
H 2.41786 -25.62568 6.04876 0.000
H 2.75784 -24.61645 4.79518 0.000
H 4.07863 -25.75067 5.26006 0.000
H 2.69575 -27.06942 2.23618 0.000
C -4.66548 -25.22168 3.83796 0.000
C -3.35528 -25.18549 4.68297 0.000
C -3.58337 -24.45289 6.01192 0.000
O -3.01271 -26.57257 4.81206 0.000
H -4.63317 -25.86763 2.96056 0.000
H -4.85468 -24.23448 3.41635 0.000
H -5.60345 -25.43741 4.34957 0.000
H -2.63652 -24.58654 4.12376 0.000
H -3.90462 -25.17359 6.76391 0.000
H -4.40691 -23.74196 5.94515 0.000
H -2.61817 -24.05571 6.32618 0.000
H -3.55730 -26.88640 5.53770 0.000
```



[5]
The ion C3H7ClN2O4P3 with charge +1. Source: the Open Molecules 2025 dataset; level of theory: ωB97M-V/def2-TZVPD.

The HOMO energy is -12.79 eV. As for the LUMO energy: -4.09 eV. As for the net charge: +1. The structure (SMILES) is O=P(O)(O)Pn1c[nH+]cc1P(O)Cl.

Geometry as XYZ:
```
20
Properties=species:S:1:pos:R:3:lowdin_charge:R:1
O -3.35512 0.33686 0.01524 -0.309
P -2.67137 -0.40381 -1.06925 0.342
O -3.50039 -1.84272 -1.27482 -0.163
O -2.72546 0.38704 -2.53997 -0.175
P -0.62503 -0.99974 -0.56079 0.877
N 0.08700 0.24087 0.48469 -0.314
C -0.39794 1.42689 0.94607 -0.035
N 0.59873 1.98745 1.69180 0.100
C 1.75269 1.18236 1.72085 0.013
C 1.41208 0.02511 0.93583 -0.412
P 2.34858 -1.53931 0.47833 0.535
O 3.59026 -0.97408 -0.51938 -0.340
Cl 3.11371 -2.27263 2.26310 0.252
H -2.80335 -2.47161 -1.56952 0.063
H -1.92622 0.16690 -3.06141 0.065
H 0.09057 -0.87816 -1.80501 -0.047
H -1.40908 1.82855 0.72410 0.160
H 0.54791 2.89706 2.15446 0.184
H 2.72814 1.36462 2.20939 0.149
H 3.14429 -0.46166 -1.22373 0.055
```